Entry 1:
{
  "formula": "C3H8Cl2N",
  "method": "ωB97M-V/def2-TZVPD",
  "charge": 1,
  "homo_ev": [-13.12, -13.40],
  "energy_ha": -1093.82091,
  "relative_energy_kj_mol": 388.7,
  "homo_lumo_gap_ev": [8.42, 8.52],
  "elements": ["Cl", "Cl", "N", "C", "C", "C", "H", "H", "H", "H", "H", "H", "H", "H"],
  "xyz": [[2.55613, 1.39788, -0.17997], [2.65932, -1.50145, -0.03960], [-0.46426, 1.31742, -0.53417], [-0.43283, 0.15785, 0.30878], [-0.37851, -1.20107, -0.16955], [2.40510, 0.00614, 0.82712], [-0.80937, 1.33312, -1.49530], [-1.20202, -1.83556, 0.21971], [0.42943, 1.70684, -0.82220], [-0.10862, 0.19189, 1.36230], [-0.61926, -1.42558, -1.15717], [-0.88429, 2.08795, -0.07196], [2.89762, -0.02106, 1.71005], [0.59846, -1.64496, 0.02469]],
  "lowdin_charge": [0.644, 0.652, 0.168, -0.123, -0.130, -0.888, 0.192, 0.120, 0.059, 0.130, 0.070, 0.160, -0.020, -0.034]
}

Entry 2:
{
  "formula": "C3H8Cl2N3",
  "method": "ωB97M-V/def2-TZVPD",
  "charge": 1,
  "homo_ev": -13.98,
  "energy_ha": -1203.49863,
  "smiles": "NC(N)=[NH+]CC(Cl)Cl",
  "relative_energy_kj_mol": 0.0,
  "homo_lumo_gap_ev": 10.80,
  "elements": ["Cl", "Cl", "N", "N", "N", "C", "C", "C", "H", "H", "H", "H", "H", "H", "H", "H"],
  "xyz": [[-2.24052, 1.30614, 1.10721], [-2.98717, -1.43093, 0.40777], [0.49764, 0.15318, -2.17662], [0.55040, 1.37304, -0.10786], [-0.06450, -0.79286, -0.11664], [-0.27960, -0.75847, 1.30484], [0.32859, 0.29351, -0.86049], [-2.03592, -0.37546, 1.55377], [0.31126, 1.41350, 0.87176], [-0.35655, -1.83864, 1.78618], [1.28588, 2.03695, -0.39716], [0.88283, 0.99294, -2.58195], [-0.81518, -1.40238, -0.44899], [0.36999, -0.81988, -2.44747], [-2.33295, -0.40828, 2.52572], [0.24056, -0.02420, 1.91000]],
  "lowdin_charge": [0.627, 0.588, 0.237, 0.175, 0.016, -0.158, -0.411, -0.940, 0.067, 0.161, 0.157, 0.144, 0.081, 0.155, 0.006, 0.096]
}

Entry 3:
{
  "formula": "C3H8Cl2NO",
  "method": "ωB97M-V/def2-TZVPD",
  "charge": 1,
  "homo_ev": -13.20,
  "energy_ha": -1169.11758,
  "relative_energy_kj_mol": 275.6,
  "homo_lumo_gap_ev": 9.15,
  "elements": ["Cl", "Cl", "O", "N", "C", "C", "C", "H", "H", "H", "H", "H", "H", "H", "H"],
  "xyz": [[-3.01321, 0.76013, -1.31685], [1.17278, -2.60170, -2.35602], [-0.87518, 1.94118, -2.03982], [-0.20459, -0.49009, 2.35486], [-1.32853, 1.09564, -1.19701], [0.86754, 0.02227, 0.32529], [0.44958, 0.28684, 1.59515], [-0.03908, 0.36260, -0.34258], [-1.32622, 2.39463, -2.74847], [1.74030, -2.94723, -1.18249], [-0.38628, -1.39113, 1.95467], [0.85530, -1.04095, -0.02832], [0.79418, 1.26252, 1.91051], [-0.36279, -0.18573, 3.33929], [1.65621, 0.53102, -0.26822]],
  "lowdin_charge": [0.687, 0.246, 0.027, 0.218, -0.563, -0.102, -0.190, 0.046, 0.127, -0.180, 0.147, 0.063, 0.161, 0.181, 0.134]
}

Entry 4:
{
  "formula": "C3H8ClN3",
  "method": "ωB97M-V/def2-TZVPD",
  "homo_ev": [-4.45, -8.54],
  "multiplicity": 3,
  "energy_ha": -743.29986,
  "relative_energy_kj_mol": 70.1,
  "homo_lumo_gap_ev": [5.36, 6.23],
  "elements": ["Cl", "N", "N", "N", "C", "C", "C", "H", "H", "H", "H", "H", "H", "H", "H"],
  "xyz": [[-3.61350, -0.48318, -0.21809], [-0.77794, 2.02094, 0.22190], [-2.76027, 0.94085, -0.02100], [-0.56042, -0.34781, -0.41946], [-1.48932, 0.92974, -0.05891], [-0.52380, -1.43758, 0.56923], [0.75518, -0.06588, -0.97760], [-1.48949, -1.65130, 0.87064], [0.47377, 0.47676, -1.88397], [0.18057, 1.88001, 0.53078], [1.41186, 0.54492, -0.38698], [-1.31844, 2.61882, 0.78706], [-0.13243, -1.11956, 1.54655], [1.18540, -0.94673, -1.09408], [-0.08933, -2.18624, 0.00549]],
  "mulliken_spin": [0.326, 0.220, 0.680, 0.045, 0.702, 0.033, -0.005, -0.022, -0.003, 0.008, 0.008, 0.005, 0.006, 0.003, -0.006]
}

Entry 5:
{
  "formula": "C3H8ClNO3S",
  "method": "ωB97M-V/def2-TZVPD",
  "homo_ev": -8.56,
  "energy_ha": -1257.90891,
  "relative_energy_kj_mol": 80.4,
  "homo_lumo_gap_ev": 9.15,
  "elements": ["Cl", "S", "O", "O", "O", "N", "C", "C", "C", "H", "H", "H", "H", "H", "H", "H", "H"],
  "xyz": [[-0.93240, -2.38210, -0.18092], [-2.47186, 0.60892, -0.03960], [-3.81201, 0.81923, -0.48706], [-2.33379, 1.16639, 1.48805], [-1.56819, 1.95602, -0.70489], [1.12555, -0.56796, -1.54084], [1.12800, -0.66049, -0.13963], [2.25879, 0.11041, 0.49925], [0.25677, -1.38344, 0.57485], [0.17038, -1.61694, 1.68565], [2.43811, 0.95090, -0.12692], [0.86398, -1.35620, -2.08058], [1.79111, 0.54532, 1.38181], [1.86620, -0.00651, -1.96587], [-0.92090, 1.64634, -1.25315], [-2.91386, 0.68275, 2.15178], [3.05411, -0.51263, 0.73809]],
  "lowdin_charge": [0.574, 0.845, -0.407, -0.307, -0.238, 0.085, -0.486, -0.026, -0.576, 0.091, 0.068, 0.059, 0.088, 0.096, -0.036, 0.107, 0.065]
}

Entry 6:
{
  "formula": "C3H8ClNS",
  "method": "ωB97M-V/def2-TZVPD",
  "homo_ev": -9.15,
  "energy_ha": -1032.22311,
  "smiles": "NC[C@@H](Cl)CS",
  "relative_energy_kj_mol": 30.4,
  "homo_lumo_gap_ev": 10.00,
  "elements": ["Cl", "S", "N", "C", "C", "C", "H", "H", "H", "H", "H", "H", "H", "H"],
  "xyz": [[-0.04760, 1.85341, 0.10570], [2.96816, 0.37612, -0.20426], [-2.26193, 0.07288, -0.26181], [1.42984, -0.50075, 0.27788], [0.20414, 0.12063, -0.31544], [-1.07935, -0.59022, 0.19313], [2.46856, 1.50976, 0.23068], [-2.13964, 0.22544, -1.27451], [1.45705, -1.58625, 0.09907], [-1.20397, -1.57043, -0.29331], [1.45805, -0.45150, 1.39184], [-2.36299, 1.01858, 0.14224], [0.21027, 0.19539, -1.35435], [-1.10059, -0.67305, 1.26312]],
  "lowdin_charge": [0.627, 0.688, -0.061, -0.588, -0.723, -0.338, -0.200, 0.078, 0.091, 0.124, 0.082, 0.041, 0.068, 0.111]
}

Entry 7:
{
  "formula": "C3H8ClOPS",
  "method": "ωB97M-V/def2-TZVPD",
  "homo_ev": -9.60,
  "energy_ha": -1394.07249,
  "smiles": "CC(C)P(=O)=S.Cl",
  "relative_energy_kj_mol": 177.5,
  "homo_lumo_gap_ev": 8.91,
  "elements": ["Cl", "S", "P", "O", "C", "C", "C", "H", "H", "H", "H", "H", "H", "H", "H"],
  "xyz": [[2.68479, -2.36070, 2.33740], [0.51041, -3.21625, -0.04257], [-0.39654, -1.48328, 0.33570], [-0.35283, -0.97756, 1.68268], [-1.13558, -0.27590, -0.93899], [-2.66648, -0.11916, -0.70043], [-0.34897, 0.96059, -0.78216], [-0.76372, 1.72574, -1.35061], [-2.98965, 0.25488, 0.24622], [-2.88255, -1.19374, -0.85617], [2.35741, -3.34143, 1.45092], [0.71267, 0.80119, -0.82600], [-0.57473, 1.18878, 0.28467], [-0.87663, -0.75625, -1.92597], [-3.15520, 0.39114, -1.55269]],
  "lowdin_charge": [0.190, 0.224, 0.389, -0.379, -0.531, -0.089, -0.139, 0.068, 0.074, 0.074, -0.270, 0.083, 0.092, 0.123, 0.091]
}

Entry 8:
{
  "formula": "C3H8CuINOP",
  "method": "ωB97M-V/def2-TZVPD",
  "charge": 1,
  "homo_ev": [-12.17, -12.70],
  "multiplicity": 2,
  "energy_ha": -2528.28690,
  "homo_lumo_gap_ev": [6.12, 6.64],
  "elements": ["I", "Cu", "P", "O", "N", "C", "C", "C", "H", "H", "H", "H", "H", "H", "H", "H"],
  "xyz": [[-3.62734, 0.43277, -1.92143], [1.37270, 2.35964, -1.67005], [-2.04265, -0.38839, -0.28459], [-2.95745, -1.02353, 0.85590], [-1.28056, 0.84154, 0.33497], [0.99210, -0.18818, 0.76740], [0.09629, 1.00418, 0.42890], [1.73320, -0.76478, -0.43805], [0.26850, 1.79468, 1.15689], [-3.05942, -1.97846, 0.77961], [2.56283, -0.11846, -0.71578], [1.75344, 0.17003, 1.45714], [0.53979, 1.45062, -0.59139], [1.06716, -0.91331, -1.28660], [0.43406, -0.94522, 1.30538], [2.14734, -1.73313, -0.17832]],
  "mulliken_spin": [0.183, -0.015, 0.415, 0.056, 0.347, 0.013, -0.018, 0.003, 0.015, -0.001, 0.000, 0.001, 0.007, 0.002, -0.006, -0.003]
}

Entry 9:
{
  "formula": "C3H8DyO3",
  "method": "ωB97M-V/def2-TZVPD",
  "charge": 1,
  "homo_ev": [-12.53, -13.37],
  "multiplicity": 6,
  "energy_ha": -1229.50436,
  "relative_energy_kj_mol": 181.9,
  "homo_lumo_gap_ev": [5.57, 8.86],
  "elements": ["Dy", "O", "O", "O", "C", "C", "C", "H", "H", "H", "H", "H", "H", "H", "H"],
  "xyz": [[-0.27358, 1.18709, -0.79025], [-2.05159, 2.13465, -0.58328], [0.33190, -0.02522, 1.51881], [-1.86872, -0.59436, -1.10424], [-2.37128, -0.14081, 0.20572], [-1.53874, -1.96352, -1.15641], [-2.99896, 1.21836, -0.10000], [0.51224, 0.67428, 2.14952], [-3.47491, 1.56846, 0.83777], [-1.00210, -0.29750, 1.25806], [-0.82311, -2.23276, -0.36149], [-3.77143, 1.09360, -0.89026], [-2.45069, -2.55958, -0.99922], [-1.07630, -2.15348, -2.13220], [-3.11732, -0.86632, 0.56015]],
  "mulliken_spin": [5.674, 0.017, -0.183, -0.006, -0.520, -0.025, 0.093, 0.005, 0.003, 0.042, -0.002, -0.042, 0.002, -0.001, -0.058]
}

Entry 10:
{
  "formula": "C3H8ErO3",
  "method": "ωB97M-V/def2-TZVPD",
  "charge": 2,
  "homo_ev": [-19.10, -19.10],
  "multiplicity": 5,
  "energy_ha": -1359.13008,
  "relative_energy_kj_mol": 0.0,
  "homo_lumo_gap_ev": [9.02, 6.58],
  "elements": ["Er", "O", "O", "O", "C", "C", "C", "H", "H", "H", "H", "H", "H", "H", "H"],
  "xyz": [[-0.41155, -1.00696, -0.36521], [0.67580, 0.88304, -1.21392], [1.32570, -0.41366, 0.95924], [-1.48620, -1.59576, 1.38833], [0.34846, 1.53029, -2.44635], [1.96432, 1.21141, -0.70982], [2.03270, 0.72105, 0.72782], [2.73451, 0.72055, -1.32409], [-0.67684, 1.24670, -2.70344], [1.54284, 1.46371, 1.41538], [-0.97115, -1.52437, 2.28829], [0.41257, 2.61702, -2.31105], [1.04204, 1.20404, -3.23251], [3.06299, 0.64772, 1.11813], [2.12077, 2.29772, -0.74923]],
  "mulliken_spin": [3.010, 0.001, 0.740, 0.000, 0.002, 0.010, 0.022, 0.015, 0.000, 0.142, 0.000, 0.000, 0.000, 0.059, 0.002]
}

Entry 11:
{
  "formula": "C3H8F2NO",
  "method": "ωB97M-V/def2-TZVPD",
  "charge": 1,
  "homo_ev": [-12.86, -11.93],
  "energy_ha": -448.42327,
  "relative_energy_kj_mol": 369.9,
  "homo_lumo_gap_ev": [9.16, 8.36],
  "elements": ["F", "F", "O", "N", "C", "C", "C", "H", "H", "H", "H", "H", "H", "H", "H"],
  "xyz": [[-1.98371, 0.27509, 0.69088], [-1.71278, 0.15500, -1.45982], [1.07866, -0.94888, -1.19589], [0.53109, 1.37718, 0.06628], [-1.82264, -0.57221, -0.31973], [0.80636, -1.04871, 0.09943], [0.86707, 0.16235, 0.87042], [-0.51708, 1.57724, -0.05641], [0.03616, 0.16049, 1.58972], [0.77718, -1.72479, -1.67473], [0.89909, 1.42806, -0.89777], [0.83985, 2.12811, 0.61225], [1.84439, 0.55353, 1.37891], [0.68927, -2.12727, 0.54310], [-2.33290, -1.39519, -0.24664]],
  "lowdin_charge": [0.046, 0.058, 0.024, 0.182, -0.146, -0.196, -0.162, 0.178, 0.131, 0.133, 0.182, 0.138, 0.178, 0.178, 0.078]
}

Entry 12:
{
  "formula": "C3H8F2P",
  "method": "ωB97M-V/def2-TZVPD",
  "charge": 1,
  "homo_ev": -17.35,
  "energy_ha": -659.88863,
  "relative_energy_kj_mol": 149.4,
  "homo_lumo_gap_ev": 10.83,
  "elements": ["P", "F", "F", "C", "C", "C", "H", "H", "H", "H", "H", "H", "H", "H"],
  "xyz": [[0.36629, 0.37980, -0.46483], [-1.51910, 0.53955, -1.55711], [1.05372, -0.55408, -1.49116], [-1.15792, -1.66543, 0.58013], [1.18721, 1.96868, -0.61025], [-0.09349, -0.63920, 0.96442], [0.82555, -1.14091, 1.29134], [-0.44523, 0.01468, 1.76448], [2.22907, 1.79970, -0.89780], [-0.84478, -2.27999, -0.26012], [1.13406, 2.52515, 0.32458], [-1.33869, -2.32064, 1.42991], [0.69927, 2.55046, -1.39821], [-2.09597, -1.17776, 0.32462]],
  "lowdin_charge": [1.151, -0.321, -0.082, -0.113, -0.115, -0.285, 0.119, 0.113, 0.089, 0.088, 0.081, 0.099, 0.093, 0.084]
}